[1]
{
  "formula": "C3H5ClS2",
  "method": "ωB97M-V/def2-TZVPD",
  "species": ["C", "C", "Cl", "C", "S", "S", "H", "H", "H", "H", "H"],
  "xyz": [[1.5552, 0.8062, 1.0163], [0.5752, 0.8479, -0.1331], [-0.7471, 1.9578, 0.2481], [0.0842, -0.5683, -0.3835], [0.9078, -1.5663, -1.3064], [-1.2771, -1.0025, 0.6615], [2.3646, 0.1194, 0.6960], [1.9579, 1.8159, 1.1408], [1.1639, 0.3908, 1.9261], [1.0523, 1.2809, -0.9868], [-1.2186, -2.3033, 0.3266]],
  "forces_ev_per_a": [[1.3, -0.2, -0.8], [-0.3, -0.5, 0.5], [-0.6, 0.5, 0.1], [-0.7, 0.7, 1.0], [0.4, -0.7, -0.8], [0.2, -0.1, -0.5], [-0.2, 0.5, 0.2], [0.0, -0.3, 0.3], [-0.5, 0.1, 0.4], [0.2, -0.2, -0.7], [0.0, 0.1, 0.1]],
  "mulliken_charge": [-1.104, -0.001, -0.175, 0.142, -0.198, -0.135, 0.335, 0.324, 0.329, 0.327, 0.157],
  "orbital_gap_ev": 8.62,
  "lumo_energy_ev": -0.40,
  "max_force_ev_per_a": 1.5,
  "e_homo_ev": -9.02,
  "relative_energy_kj_mol": 0.00,
  "smiles": "C[C@H](Cl)C(=S)S"
}



[2]
{
  "formula": "C8H8Cl4GaN4O6",
  "method": "ωB97M-V/def2-TZVPD",
  "species": ["Ga", "O", "Cl", "O", "O", "O", "N", "C", "C", "N", "C", "C", "N", "H", "H", "H", "H", "H", "C", "C", "O", "O", "H", "H", "H", "Cl", "C", "Cl", "Cl", "C", "N"],
  "xyz": [[0.0758, 0.9410, 0.2293], [-0.9006, 2.6598, 0.8855], [-1.3202, 2.0699, 2.1915], [-0.9250, 2.8604, 3.2803], [-0.5275, 0.7767, 2.1468], [-2.7030, 1.7603, 2.1623], [0.8575, -4.0531, -1.5303], [1.1105, -3.1033, -0.6076], [0.5083, -1.8357, -0.6581], [0.8116, -0.9232, 0.2585], [1.6898, -1.2047, 1.2307], [2.2487, -2.4687, 1.2683], [1.9674, -3.4021, 0.3728], [0.2150, -3.9114, -2.2866], [1.3005, -4.9492, -1.4221], [-0.2017, -1.5665, -1.4273], [1.9237, -0.4325, 1.9470], [2.9481, -2.7330, 2.0518], [2.5000, 3.2981, -1.5108], [1.6108, 2.3045, -0.8592], [1.8047, 1.9041, 0.3372], [0.5752, 1.8261, -1.4451], [3.5291, 3.1399, -1.2011], [2.1940, 4.2864, -1.1598], [2.3946, 3.2616, -2.5901], [-5.2086, 1.3991, -0.2439], [-4.3603, -0.1294, -0.2303], [-4.5940, -0.9996, 1.2853], [-4.8323, -1.1301, -1.6036], [-2.9098, 0.1141, -0.3749], [-1.7823, 0.2407, -0.4967]],
  "forces_ev_per_a": [[0.0, 0.0, -0.1], [-0.2, -0.1, 0.1], [-0.3, 0.1, 0.1], [0.0, -0.1, -0.2], [0.0, 0.0, -0.1], [0.3, 0.1, 0.0], [0.0, 0.1, 0.1], [0.1, -0.1, 0.0], [0.0, 0.1, 0.0], [0.0, 0.1, -0.1], [0.0, 0.0, 0.0], [0.0, -0.1, 0.0], [0.0, 0.0, 0.0], [0.0, 0.0, 0.0], [0.0, 0.0, 0.0], [0.0, 0.0, 0.0], [0.0, 0.0, 0.0], [0.0, 0.0, 0.0], [-0.1, 0.0, 0.0], [0.1, -0.1, 0.1], [-0.1, 0.0, -0.2], [0.1, 0.0, 0.1], [0.0, 0.0, 0.0], [0.0, 0.0, 0.0], [0.0, 0.0, 0.0], [0.0, 0.1, 0.0], [0.0, -0.1, 0.0], [0.0, 0.1, 0.0], [0.0, -0.1, -0.1], [-0.4, -0.1, 0.0], [0.3, 0.2, 0.2]],
  "mulliken_charge": [1.323, -0.584, 1.679, -0.548, -0.588, -0.527, -0.400, 0.337, -0.119, -0.001, -0.090, -0.432, -0.541, 0.191, 0.253, 0.432, 0.488, 0.374, -1.141, 0.776, -0.570, -0.574, 0.355, 0.294, 0.356, -0.043, 0.857, -0.050, -0.081, -0.117, -0.308],
  "total_charge": 1,
  "orbital_gap_ev": 8.79,
  "lumo_energy_ev": -3.77,
  "max_force_ev_per_a": 0.4,
  "e_homo_ev": -12.56,
  "relative_energy_kj_mol": 0.00
}